Entry from OMol25: C5H11NO3 as an isolated structure (wB97M-V/def2-TZVPD).

CARTESIAN COORDINATES (ANGSTROEM)
C (0.107, -1.445, 1.395)
N (1.526, 0.060, -0.130)
C (0.257, -0.918, -0.008)
O (2.646, -0.236, 0.680)
O (1.890, 0.100, -1.472)
O (0.049, -1.598, -1.013)
H (3.201, -0.804, 0.118)
H (1.323, -0.630, -1.844)
H (0.752, -2.318, 1.504)
H (0.385, -0.711, 2.149)
H (-0.929, -1.744, 1.541)
C (-1.349, 1.079, -1.460)
C (-0.837, 0.844, -0.068)
C (-1.512, 1.222, 1.025)
H (0.520, 0.940, 0.080)
H (-0.590, 1.570, -2.074)
H (-1.577, 0.125, -1.941)
H (-2.248, 1.701, -1.473)
H (-2.483, 1.711, 0.965)
H (-1.131, 1.053, 2.026)

Output
orbital gap	9.111	eV
E_LUMO	0.2	eV
total charge	0


Entry from OMol25: a 2-piece molecular cluster, C5H11NO3 overall (wB97M-V/def2-TZVPD).

CARTESIAN COORDINATES (ANGSTROEM)
O (2.017, 1.128, -2.632)
C (1.279, 0.731, -1.763)
N (1.840, 0.208, -0.585)
C (1.034, -0.324, 0.490)
C (-0.308, 0.403, 0.702)
C (-1.258, -0.297, 1.691)
O (-2.385, 0.060, 1.778)
C (0.895, -1.847, 0.278)
H (0.199, 0.806, -1.754)
H (2.808, 0.519, -0.445)
H (1.687, -0.218, 1.383)
H (-0.186, 1.448, 0.984)
H (-0.892, 0.282, -0.214)
H (-0.838, -1.175, 2.276)
H (1.335, -2.504, 1.040)
H (-0.158, -2.139, 0.268)
H (1.259, -2.184, -0.695)
H (-2.907, 0.930, -0.885)
H (-2.828, 2.425, -0.623)
O (-2.596, 1.750, -1.293)

Output
orbital gap (spin up / spin down)	10.071 / 4.928	eV
multiplicity	2
E_LUMO (spin up / spin down)	-4.3 / -9.3	eV
total charge	+1


Entry from OMol25: an isolated ion of composition C5H11NO3PS and charge -1 (wB97M-V/def2-TZVPD).

CARTESIAN COORDINATES (ANGSTROEM)
C (-0.537, 1.329, -1.458)
C (-0.860, 0.457, -0.176)
C (-1.937, 1.250, 0.595)
S (-1.731, -1.102, -0.761)
C (-0.198, -2.123, -0.179)
N (0.185, -1.484, 1.078)
C (0.244, -0.049, 0.782)
P (1.948, 0.067, -0.069)
O (2.070, -0.753, -1.338)
O (2.356, 1.494, -0.167)
O (2.914, -0.598, 1.102)
H (-1.268, 2.073, -1.774)
H (-0.261, 0.589, -2.236)
H (0.308, 2.025, -1.174)
H (-2.921, 1.244, 0.216)
H (-1.526, 2.156, 0.968)
H (-2.191, 0.735, 1.486)
H (0.503, -1.953, -0.884)
H (-0.513, -3.102, -0.222)
H (-0.381, -1.684, 1.925)
H (0.333, 0.630, 1.610)
H (3.464, -1.200, 0.676)

Output
orbital gap	7.835	eV
SMILES string	CC1(C)SCN[C@H]1[P@@](=O)([O-])O
E_LUMO	3.2	eV
total charge	-1


Entry from OMol25: a 2-piece molecular cluster, C5H11NO4 overall (wB97M-V/def2-TZVPD).

CARTESIAN COORDINATES (ANGSTROEM)
C (1.535, 0.846, -1.256)
C (1.117, 0.222, 0.021)
C (-0.538, 0.183, 0.248)
C (-0.881, -0.692, 1.510)
C (-1.119, 1.620, 0.363)
O (-1.270, -0.103, -0.791)
O (-0.287, -2.035, -1.262)
N (-1.298, -2.752, -1.471)
O (-0.934, -4.000, -1.648)
O (1.631, 0.874, 1.145)
H (0.962, 0.295, -1.986)
H (1.228, 1.906, -1.282)
H (2.572, 0.542, -1.475)
H (1.335, -0.850, 0.087)
H (-0.453, -0.252, 2.424)
H (-1.974, -0.674, 1.646)
H (-0.494, -1.718, 1.382)
H (-0.653, 2.156, 1.166)
H (-0.902, 2.165, -0.565)
H (-2.191, 1.550, 0.598)
H (2.613, 0.717, 1.146)

Output
orbital gap (spin up / spin down)	8.479 / 7.046	eV
E_LUMO (spin up / spin down)	-1.4 / -3.0	eV
total charge	0


Entry from OMol25: a 2-piece molecular cluster, C5H11NO4 overall (wB97M-V/def2-TZVPD).

CARTESIAN COORDINATES (ANGSTROEM)
C (0.126, -2.174, -0.370)
C (0.519, -0.740, -0.541)
C (-0.768, 0.448, -0.330)
C (0.034, 1.779, -0.277)
C (-1.634, 0.408, -1.611)
O (-1.291, 0.047, 0.737)
O (2.254, 0.121, 4.264)
N (1.134, 0.598, 4.151)
O (0.540, 1.326, 4.931)
O (0.962, -0.408, -1.809)
H (-0.354, -2.273, 0.607)
H (-0.571, -2.527, -1.139)
H (1.024, -2.803, -0.406)
H (1.210, -0.375, 0.231)
H (0.461, 2.030, -1.256)
H (-0.640, 2.581, 0.035)
H (0.820, 1.681, 0.479)
H (-1.050, 0.647, -2.505)
H (-2.091, -0.581, -1.693)
H (-2.452, 1.125, -1.497)
H (1.770, -0.910, -2.000)

Output
orbital gap (spin up / spin down)	8.074 / 7.136	eV
E_LUMO (spin up / spin down)	-1.3 / -2.3	eV
total charge	0


Entry from OMol25: an isolated molecule of C5H11NO4 (wB97M-V/def2-TZVPD).

CARTESIAN COORDINATES (ANGSTROEM)
C (1.712, 1.049, -0.924)
C (0.460, 0.671, -0.158)
O (0.345, 1.417, 0.996)
C (-0.930, 0.911, -1.076)
O (-2.005, 1.400, -0.320)
C (0.451, -0.851, 0.156)
N (1.439, -1.138, 1.182)
C (-0.948, -1.222, 0.606)
O (-1.529, -0.696, 1.543)
O (-1.412, -2.323, -0.005)
H (2.581, 0.756, -0.338)
H (1.730, 2.123, -1.086)
H (1.743, 0.534, -1.881)
H (-0.608, 1.366, 1.283)
H (-0.657, 1.732, -1.744)
H (-1.206, 0.073, -1.726)
H (-2.283, 0.726, 0.315)
H (0.691, -1.411, -0.753)
H (1.292, -2.053, 1.591)
H (1.363, -0.437, 1.914)
H (-2.227, -2.627, 0.424)

Output
orbital gap	10.201	eV
SMILES string	C[C@@](O)(CO)[C@@H](N)C(=O)O
E_LUMO	0.5	eV
total charge	0


Entry from OMol25: a 2-piece molecular cluster, C5H11NOS overall (wB97M-V/def2-TZVPD).

CARTESIAN COORDINATES (ANGSTROEM)
C (1.375, 0.582, -0.221)
C (1.017, 1.011, 1.208)
S (-0.189, 0.097, 2.246)
C (0.617, -0.341, -0.894)
N (-0.832, -0.139, -0.899)
C (-1.444, -0.542, -2.153)
C (-1.469, 0.990, -0.357)
O (1.095, -1.402, -1.589)
H (2.469, 0.785, -0.365)
H (2.194, -2.624, 1.769)
H (0.834, 2.129, 1.234)
H (2.052, 0.833, 1.696)
H (1.623, -2.434, 1.307)
H (-0.803, -0.189, -3.037)
H (-1.212, -1.606, -2.219)
H (-2.486, -0.506, -2.160)
H (-2.558, 0.848, -0.073)
H (-1.446, 1.689, -1.229)
H (-1.152, 1.517, 0.632)

Output
orbital gap	5.041	eV
E_LUMO	-3.1	eV
total charge	0


Entry from OMol25: a 2-piece molecular cluster, C5H11NOS overall (wB97M-V/def2-TZVPD).

CARTESIAN COORDINATES (ANGSTROEM)
C (0.010, 0.743, -0.313)
C (-0.525, 0.766, 1.058)
C (-1.077, -0.198, 0.041)
C (-0.672, -1.670, -0.068)
C (-2.447, 0.111, -0.555)
N (3.262, 1.119, 0.071)
O (2.618, -1.026, 0.735)
S (2.418, -0.268, -0.488)
H (-0.025, 1.623, -1.083)
H (-1.086, 1.560, 1.249)
H (0.182, 0.357, 1.766)
H (-1.044, -2.159, -1.088)
H (-1.174, -2.225, 0.694)
H (0.299, -1.917, -0.150)
H (-2.999, -0.797, -0.541)
H (-2.387, 0.613, -1.623)
H (-2.952, 0.875, 0.135)
H (3.893, 0.785, 0.781)
H (3.705, 1.706, -0.621)

Output
orbital gap (spin up / spin down)	7.935 / 8.093	eV
E_LUMO (spin up / spin down)	0.0 / 0.2	eV
total charge	0


Here are the calculated energy numbers, same order: -12989.7182, -12985.6638, -33123.2211, -15035.8939, -15037.2722, -15043.4871, -19729.3341, -19731.4051 (eV).
Here are the calculated relative energy (zero: lowest compared OMol25 entry of this formula, charge and spin) numbers, same order: 7.133, 1.100, 0.000, 8.707, 7.329, 1.114, 7.761, 5.690 (eV).